# C12H16N2O

A 2-piece molecular cluster, C12H16N2O overall at a distorted geometry (ωB97M-V/def2-TZVPD, the Open Molecules 2025 dataset).

Bonds (Å) are listed after each position.
Cartesian coordinates (Å):
1 H 1.26 1.03 2.99  C6 1.074
2 C -1.30 -1.35 2.53  C5 1.535, N22 1.466, C31 1.319
3 C -0.18 3.08 -2.75  H8 1.063, H21 1.115, C25 1.465, H29 1.108
4 C 1.54 -0.46 -1.10  O10 1.315, C23 1.353, C24 1.480
5 C -0.56 -0.26 3.31  C2 1.535, C6 1.581, H20 1.198, H30 1.135
6 C 0.73 0.21 2.53  H1 1.074, C5 1.581, H7 1.113, H26 1.019
7 H 0.45 0.66 1.55  C6 1.113
8 H 0.02 2.85 -3.77  C3 1.063
9 H -2.90 -2.04 -0.33  N11 1.094
10 O 1.82 -1.41 -0.24  C4 1.315, H17 1.013
11 N -2.30 -2.16 0.58  H9 1.094, C28 1.381, C31 1.495
12 H -1.16 -4.11 0.58  C28 1.111
13 C 1.76 1.78 -1.90  H15 1.024, C23 1.432, C25 1.380
14 H -2.89 -0.30 1.46  C31 1.055
15 H 2.47 2.51 -1.98  C13 1.024
16 H -0.20 -1.54 -1.76  C24 1.069
17 H 2.67 -1.29 0.29  O10 1.013
18 C -0.28 0.64 -2.14  H19 1.184, C24 1.341, C25 1.403
19 H -1.26 0.76 -2.79  C18 1.184
20 H -0.27 -0.88 4.29  C5 1.198
21 H -1.27 3.12 -2.52  C3 1.115
22 N -0.92 -2.74 2.23  C2 1.466, C28 1.371
23 C 2.36 0.55 -1.49  C4 1.353, C13 1.432, H27 0.976
24 C 0.21 -0.55 -1.76  C4 1.480, H16 1.069, C18 1.341
25 C 0.42 1.85 -2.23  C3 1.465, C13 1.380, C18 1.403
26 H 1.14 -0.69 2.29  C6 1.019
27 H 3.30 0.32 -1.55  C23 0.976
28 C -1.42 -3.13 1.02  N11 1.381, H12 1.111, N22 1.371
29 H 0.26 4.04 -2.40  C3 1.108
30 H -1.27 0.62 3.45  C5 1.135
31 C -2.23 -1.10 1.62  C2 1.319, N11 1.495, H14 1.055

Calculated values
E_HOMO   -7.969 eV
2S+1   1
HOMO-LUMO gap   8.72 eV
LUMO   0.7 eV
SMILES string   CCc1c[nH]cn1.Cc1ccc(O)cc1
Charge   0